1.
C49H39F3IN4O4P2ReS2 | wB97M-V/def2-TZVPD

Computed properties:
* multiplicity: 2
* HOMO energy (alpha / beta): -10.2 / -10.2 eV
* ΔE to the lowest compared entry with this formula, charge and spin: 0.0 kcal/mol
* net charge: +1
* expectation value of S²: 0.7663
* HOMO-LUMO gap (alpha / beta): 6.93 / 5.75 eV

Element x y z (Å)
1 Re -0.34 -0.33 0.45
2 F 5.05 -3.76 -0.36
3 C 4.29 -2.67 -0.25
4 F 4.27 -2.06 -1.44
5 F 4.88 -1.84 0.62
6 C 2.89 -3.01 0.20
7 C 2.53 -4.30 0.54
8 C 1.24 -4.56 1.01
9 C 0.35 -3.51 1.10
10 N 0.69 -2.26 0.74
11 C 1.94 -2.00 0.32
12 S 2.07 -0.26 0.08
13 H 3.25 -5.10 0.46
14 H 0.93 -5.55 1.29
15 H -0.66 -3.64 1.47
16 O -1.47 2.49 2.28
17 C -1.34 3.65 1.58
18 C -1.18 4.91 2.13
19 C -1.13 5.99 1.27
20 C -1.25 5.81 -0.10
21 C -1.37 4.53 -0.63
22 C -1.37 3.42 0.21
23 P -1.45 1.64 -0.30
24 C -3.20 1.27 0.21
25 C -3.20 0.25 1.29
26 C -4.50 -0.34 1.69
27 C -5.70 0.36 1.27
28 C -5.60 1.33 0.35
29 C -4.35 1.80 -0.22
30 C -1.56 1.78 -2.12
31 C -2.47 1.02 -2.84
32 C -2.43 1.00 -4.23
33 C -1.46 1.72 -4.91
34 C -0.53 2.46 -4.19
35 C -0.57 2.48 -2.81
36 C -1.44 2.27 3.63
37 C -2.20 3.00 4.53
38 C -2.15 2.63 5.87
39 C -1.36 1.56 6.27
40 C -0.63 0.84 5.33
41 C -0.67 1.18 3.98
42 P 0.38 0.43 2.67
43 C 1.03 -1.05 3.50
44 C 0.13 -1.98 4.03
45 C 0.59 -3.19 4.54
46 C 1.94 -3.49 4.50
47 C 2.84 -2.59 3.94
48 C 2.38 -1.37 3.45
49 C 1.72 1.66 2.71
50 C 1.86 2.53 1.64
51 C 2.80 3.55 1.67
52 C 3.61 3.70 2.79
53 C 3.47 2.84 3.87
54 C 2.53 1.83 3.84
55 H -1.10 5.03 3.20
56 H -1.01 6.99 1.67
57 H -1.25 6.66 -0.77
58 H -1.45 4.41 -1.70
59 H -2.83 0.75 2.20
60 H -4.51 -0.90 2.62
61 H -6.66 0.06 1.66
62 H -6.51 1.80 -0.01
63 H -4.37 2.57 -0.98
64 H -3.22 0.43 -2.33
65 H -3.15 0.41 -4.78
66 H -1.43 1.71 -5.99
67 H 0.25 3.01 -4.71
68 H 0.20 3.03 -2.27
69 H -2.82 3.82 4.19
70 H -2.72 3.18 6.60
71 H -1.31 1.28 7.31
72 H -0.02 0.01 5.66
73 H -0.93 -1.77 4.04
74 H -0.11 -3.89 4.96
75 H 2.30 -4.43 4.89
76 H 3.89 -2.81 3.89
77 H 3.09 -0.68 3.01
78 H 1.24 2.40 0.75
79 H 2.91 4.21 0.82
80 H 4.35 4.48 2.81
81 H 4.10 2.95 4.74
82 H 2.41 1.18 4.70
83 O -4.48 -1.65 0.84
84 S -3.04 -2.25 1.02
85 N -2.19 -0.79 0.96
86 O -0.82 -7.24 -0.59
87 C -1.40 -6.76 -1.79
88 N -1.05 -5.36 -1.81
89 C -1.17 -4.64 -2.96
90 O -1.62 -5.10 -3.98
91 C -0.69 -3.22 -2.87
92 C -0.05 -2.63 -3.96
93 C 0.40 -1.33 -3.82
94 C 0.20 -0.67 -2.63
95 N -0.44 -1.21 -1.58
96 C -0.87 -2.48 -1.72
97 H -0.96 -8.20 -0.54
98 H -2.48 -6.88 -1.78
99 H -0.98 -7.26 -2.67
100 H -0.48 -5.02 -1.06
101 H 0.08 -3.19 -4.87
102 H 0.93 -0.82 -4.61
103 H 0.57 0.34 -2.49
104 H -1.40 -2.90 -0.88
105 I 3.23 1.57 -2.00

---

2.
C5H7NO2 | wB97M-V/def2-TZVPD

Computed properties:
* HOMO energy: -7.8 eV
* ΔE to the lowest compared entry with this formula, charge and spin: 123.7 kcal/mol
* HOMO-LUMO gap: 7.97 eV

Element x y z (Å)
1 C -2.38 -0.10 0.05
2 C -0.98 0.19 0.15
3 C -0.11 1.31 -0.08
4 C 1.18 0.82 -0.13
5 C -0.14 -0.89 -0.02
6 H -2.53 -1.26 0.24
7 H -3.01 0.15 -0.98
8 H -2.84 0.58 0.83
9 H -0.12 2.48 -0.43
10 H 2.86 0.47 -0.38
11 H 2.73 -1.15 0.94
12 H -0.50 -1.88 -0.20
13 N 1.08 -0.61 -0.06
14 O 2.48 1.22 0.16
15 O 2.30 -1.34 -0.10

---

3.
C49H111N13O24P4 | wB97M-V/def2-TZVPD

Computed properties:
* HOMO energy: -8.3 eV
* HOMO-LUMO gap: 8.27 eV

Element x y z (Å)
1 C 6.08 -5.12 -7.07
2 N 7.10 -4.37 -6.29
3 O 7.09 -4.33 -5.10
4 O 7.76 -3.57 -6.97
5 H 5.26 -5.35 -6.39
6 H 6.42 -6.04 -7.54
7 H 5.62 -4.38 -7.72
8 C 6.04 6.53 -6.84
9 C 6.53 5.13 -6.51
10 C 5.34 4.28 -6.02
11 O 5.63 2.96 -6.46
12 C 6.49 3.08 -7.51
13 O 6.76 2.21 -8.29
14 O 6.80 4.36 -7.69
15 H 6.20 7.20 -5.99
16 H 5.00 6.57 -7.16
17 H 6.66 7.01 -7.59
18 H 7.45 5.14 -5.92
19 H 4.37 4.54 -6.44
20 H 5.25 4.31 -4.93
21 C 10.89 3.99 -8.03
22 C 11.89 4.47 -9.08
23 C 12.92 3.44 -9.28
24 O 13.17 3.63 -10.71
25 C 12.14 4.26 -11.28
26 O 11.98 4.45 -12.45
27 O 11.27 4.67 -10.31
28 H 10.68 2.92 -8.13
29 H 9.91 4.46 -8.14
30 H 11.16 4.33 -7.02
31 H 12.34 5.43 -8.78
32 H 12.55 2.41 -9.26
33 H 13.86 3.66 -8.77
34 C 14.09 3.43 -5.63
35 C 13.75 3.32 -4.15
36 C 14.32 4.31 -3.18
37 O 13.25 4.73 -2.36
38 C 12.05 4.36 -2.96
39 O 10.94 4.54 -2.58
40 O 12.34 3.62 -4.03
41 H 13.28 4.07 -6.00
42 H 14.01 2.47 -6.14
43 H 14.95 4.04 -5.89
44 H 13.78 2.27 -3.83
45 H 14.77 5.17 -3.69
46 H 15.10 3.91 -2.52
47 C 13.21 0.34 -12.37
48 C 13.23 -1.00 -11.67
49 C 11.93 -1.70 -11.41
50 O 12.18 -3.03 -11.84
51 C 13.27 -3.08 -12.64
52 O 13.63 -4.01 -13.28
53 O 13.81 -1.85 -12.71
54 H 14.19 0.67 -12.73
55 H 12.80 1.15 -11.78
56 H 12.62 0.22 -13.28
57 H 13.94 -1.07 -10.85
58 H 11.17 -1.11 -11.93
59 H 11.66 -1.58 -10.36
60 C 6.77 -0.59 -6.19
61 C 5.85 -1.04 -5.07
62 C 4.63 -0.20 -4.77
63 O 3.52 -1.12 -4.55
64 C 3.93 -2.30 -5.08
65 O 3.22 -3.26 -5.16
66 O 5.17 -2.21 -5.55
67 H 7.50 -1.38 -6.33
68 H 7.26 0.27 -5.72
69 H 6.25 -0.17 -7.05
70 H 6.36 -1.39 -4.17
71 H 4.30 0.48 -5.55
72 H 4.89 0.40 -3.89
73 C 8.87 -0.38 -9.01
74 C 9.85 -0.39 -7.80
75 C 10.41 -1.75 -7.48
76 O 11.79 -1.51 -7.19
77 C 12.09 -0.26 -7.58
78 O 13.19 0.21 -7.52
79 O 11.01 0.36 -8.10
80 H 9.36 -0.86 -9.86
81 H 8.56 0.59 -9.38
82 H 7.99 -0.93 -8.68
83 H 9.33 0.11 -6.98
84 H 10.31 -2.53 -8.23
85 H 9.96 -2.13 -6.56
86 O 8.21 -1.11 -0.32
87 P 8.93 -0.08 -1.09
88 N 7.95 1.22 -1.55
89 C 8.02 2.51 -0.94
90 C 6.69 0.74 -2.14
91 N 9.53 -0.62 -2.58
92 C 10.01 -1.99 -2.66
93 C 9.64 0.18 -3.80
94 N 10.21 0.51 -0.21
95 C 9.96 0.65 1.24
96 C 11.17 1.39 -0.83
97 H 7.30 3.20 -1.40
98 H 9.01 2.95 -0.96
99 H 7.52 2.53 0.04
100 H 5.95 1.53 -2.26
101 H 6.33 -0.06 -1.50
102 H 6.81 0.36 -3.16
103 H 9.65 -2.61 -1.84
104 H 9.73 -2.48 -3.59
105 H 11.10 -2.03 -2.53
106 H 8.90 0.97 -3.80
107 H 10.64 0.59 -3.96
108 H 9.42 -0.48 -4.64
109 H 10.47 1.56 1.56
110 H 8.91 0.79 1.49
111 H 10.26 -0.26 1.76
112 H 10.97 2.44 -0.57
113 H 10.87 1.65 -1.86
114 H 12.20 1.06 -0.85
115 O 16.37 -4.08 -5.73
116 P 16.04 -2.82 -5.02
117 N 16.29 -2.92 -3.40
118 C 16.76 -4.10 -2.61
119 C 15.96 -1.77 -2.52
120 N 14.47 -2.28 -5.31
121 C 13.48 -3.22 -5.84
122 C 13.96 -0.95 -5.06
123 N 16.95 -1.48 -5.55
124 C 18.29 -1.24 -5.02
125 C 16.76 -0.98 -6.91
126 H 17.35 -4.74 -3.27
127 H 15.84 -4.58 -2.30
128 H 17.45 -3.75 -1.85
129 H 14.88 -1.68 -2.41
130 H 16.47 -0.87 -2.88
131 H 16.34 -1.95 -1.52
132 H 12.57 -3.27 -5.24
133 H 13.28 -2.84 -6.85
134 H 13.94 -4.19 -5.96
135 H 14.72 -0.39 -4.52
136 H 13.82 -0.33 -5.96
137 H 12.96 -0.94 -4.61
138 H 18.60 -1.94 -4.25
139 H 19.02 -1.19 -5.82
140 H 18.22 -0.27 -4.50
141 H 17.16 0.03 -7.01
142 H 15.70 -1.00 -7.16
143 H 17.24 -1.64 -7.63
144 O 8.27 -3.54 -14.09
145 P 7.23 -4.43 -13.52
146 N 7.71 -6.07 -13.17
147 C 8.52 -6.67 -14.22
148 C 8.18 -6.45 -11.84
149 N 5.86 -4.70 -14.48
150 C 5.56 -3.81 -15.58
151 C 4.98 -5.82 -14.21
152 N 6.71 -3.87 -12.00
153 C 5.54 -4.41 -11.30
154 C 7.20 -2.56 -11.52
155 H 9.55 -6.30 -14.22
156 H 8.06 -6.49 -15.19
157 H 8.55 -7.75 -14.10
158 H 9.05 -5.90 -11.47
159 H 8.56 -7.48 -11.85
160 H 7.38 -6.33 -11.12
161 H 4.96 -2.98 -15.20
162 H 6.48 -3.52 -16.08
163 H 4.96 -4.38 -16.30
164 H 5.01 -6.28 -13.22
165 H 3.93 -5.58 -14.40
166 H 5.22 -6.68 -14.84
167 H 5.20 -3.78 -10.48
168 H 4.67 -4.45 -11.96
169 H 5.74 -5.39 -10.86
170 H 8.18 -2.74 -11.08
171 H 6.51 -2.22 -10.76
172 H 7.31 -1.86 -12.34
173 O 9.04 -5.43 -3.99
174 P 10.26 -6.08 -4.52
175 N 10.82 -5.52 -6.05
176 C 10.05 -4.38 -6.54
177 C 11.69 -6.21 -7.02
178 N 10.30 -7.79 -4.60
179 C 10.03 -8.54 -5.86
180 C 10.08 -8.49 -3.35
181 N 11.52 -5.73 -3.48
182 C 11.42 -5.21 -2.11
183 C 12.87 -6.19 -3.78
184 H 10.81 -3.73 -6.99
185 H 9.78 -3.72 -5.72
186 H 9.27 -4.64 -7.27
187 H 12.27 -6.97 -6.50
188 H 12.45 -5.59 -7.49
189 H 11.10 -6.70 -7.80
190 H 10.92 -8.50 -6.48
191 H 9.75 -9.56 -5.59
192 H 9.13 -8.14 -6.33
193 H 10.68 -8.05 -2.55
194 H 9.04 -8.58 -3.02
195 H 10.36 -9.53 -3.52
196 H 10.42 -5.43 -1.75
197 H 12.04 -5.85 -1.48
198 H 11.71 -4.16 -2.08
199 H 13.05 -7.21 -3.42
200 H 13.69 -5.57 -3.43
201 H 12.96 -6.27 -4.86

---

Number 1: calculated total energy -124223.7943 eV. Number 2: calculated total energy -10878.2551 eV. Number 3: calculated total energy -158280.1503 eV.